[1]
ORCA calculation (ωB97M-V/def2-TZVPD) on C44H30ClN4O7P2PtSe as an isolated structure.

Summary:
ΔE to the lowest compared entry with this formula, charge and spin	0.0	kJ/mol
charge	+1

Each line ends with the Löwdin charge.
Cartesian coordinates (Å):
Pt -0.80457 0.71204 -0.49956  1.0293
Se -8.27657 2.71794 0.23514  1.1832
N -6.76507 3.61594 0.29314  -0.2332
C -5.77047 2.81664 -0.04356  -0.3251
C -4.39227 3.21054 -0.09456  -0.0675
C -3.96727 4.50934 0.20434  0.0399
C -2.62477 4.80244 0.11964  0.0121
C -1.73217 3.78964 -0.23896  -0.0650
N -2.11907 2.55964 -0.50706  0.0341
C -3.42737 2.24984 -0.46396  -0.1284
C -3.82607 0.90894 -0.82426  -0.1213
N -2.88207 0.05824 -1.26086  0.0509
C -3.22327 -1.15706 -1.64506  -0.1023
C -4.53067 -1.63196 -1.59016  -0.0023
C -5.52507 -0.78236 -1.15616  0.0365
C -5.18457 0.51814 -0.77866  -0.0683
C -6.16267 1.48054 -0.36656  -0.3266
N -7.46047 1.24874 -0.27576  -0.2381
H -4.70157 5.24524 0.49334  0.1259
H -2.24657 5.79234 0.31644  0.1236
H -0.67897 4.01774 -0.32646  0.1012
H -2.43657 -1.78316 -2.04406  0.0940
H -4.75357 -2.63816 -1.90626  0.1179
H -6.55917 -1.08546 -1.10496  0.1258
O 3.98223 4.78204 0.60074  0.1827
C 3.30083 3.90544 0.12184  -0.2198
C 2.01703 4.04794 -0.59966  -0.2245
O 1.41323 5.09734 -0.76586  0.1504
C 1.56633 2.66084 -1.00856  -0.3298
C 2.54753 1.77254 -0.53956  -0.1686
O 2.34323 0.40674 -0.62976  -0.1943
C 3.56603 2.38594 0.19494  -0.3061
O 4.46963 1.86464 0.82644  0.0694
O 0.51883 2.41414 -1.61576  -0.0395
Cl 1.08303 3.23884 3.57314  0.6463
C -0.50007 2.51244 3.27154  -0.4629
C -0.46977 1.61944 2.03664  -0.7548
O -1.53337 1.02544 1.74674  -0.0965
O 0.56013 1.52454 1.34624  -0.0869
H -1.21357 3.31784 3.09064  0.0796
H -0.80647 1.94554 4.14934  0.0849
C 1.93553 -2.05116 -0.60116  -0.2956
P 0.15303 -1.46116 -0.86506  1.0000
C 0.03473 -1.80356 -2.65466  -0.3785
C -0.31297 -0.71246 -3.44956  -0.1119
C -0.44707 -0.85496 -4.81826  -0.0510
C -0.27047 -2.10066 -5.39876  -0.0575
C 0.09383 -3.18566 -4.61886  -0.0618
C 0.28033 -3.03736 -3.25496  -0.0956
C -0.87937 -2.67076 0.04864  -0.3703
C -1.23167 -3.95116 -0.37216  -0.0773
C -2.08147 -4.72576 0.40274  -0.0657
C -2.59517 -4.23656 1.59304  -0.0592
C -2.24517 -2.96596 2.02024  -0.0530
C -1.39537 -2.19206 1.25374  -0.1260
P 2.88823 -0.76346 0.28374  1.0042
C 4.67743 -0.85076 0.02664  -0.2818
C 5.56053 -0.97706 1.09334  -0.0665
C 6.91273 -0.76916 0.88224  -0.0486
C 7.38203 -0.45126 -0.38326  -0.0449
C 6.50493 -0.37386 -1.45556  -0.0523
C 5.15173 -0.57086 -1.25356  -0.0734
C 2.40063 -0.74726 2.02804  -0.2666
C 1.57343 -1.76266 2.50254  -0.0854
C 1.16013 -1.75956 3.82244  -0.0565
C 1.57203 -0.74856 4.67594  -0.0445
C 2.40583 0.25574 4.20814  -0.0746
C 2.83083 0.25804 2.89004  -0.0717
H 2.38273 -2.15066 -1.59546  0.0729
H 1.99013 -3.01206 -0.09026  0.0774
H -0.46727 0.25454 -2.96886  0.0701
H -0.69667 -0.00166 -5.42846  0.1147
H -0.39937 -2.22346 -6.46206  0.1124
H 0.23163 -4.15096 -5.08056  0.1121
H 0.62583 -3.87706 -2.66956  0.1021
H -0.87577 -4.34946 -1.30976  0.0884
H -2.34697 -5.72076 0.07474  0.1111
H -3.26517 -4.84226 2.18424  0.1118
H -2.64897 -2.56806 2.93794  0.1155
H -1.14197 -1.19256 1.57684  0.0659
H 5.18813 -1.20426 2.08174  0.1107
H 7.59923 -0.82386 1.71404  0.1148
H 8.43173 -0.24526 -0.53146  0.1147
H 6.86943 -0.13126 -2.44316  0.1137
H 4.45573 -0.47836 -2.07666  0.1142
H 1.24053 -2.55446 1.85014  0.0839
H 0.51443 -2.54616 4.18484  0.1125
H 1.24923 -0.74856 5.70724  0.1156
H 2.72073 1.04554 4.87314  0.1044
H 3.48963 1.03384 2.53114  0.1010


[2]
ORCA calculation (ωB97M-V/def2-TZVPD) on a 3-piece molecular cluster, C16H33ClO6 overall.

Summary:
structure (SMILES)	CCOCC[C@H]1OC(=O)O[C@H]1C[C@H](C)Cl.CC(C)O.CC(C)O

Each line ends with the Löwdin charge.
Cartesian coordinates (Å):
C 3.27648 1.31864 0.32345  -0.0589
C 2.74220 0.84290 -1.01985  -0.2617
O 2.71785 -0.57129 -1.09040  -0.1413
C 1.45413 -1.12878 -1.31564  -0.2168
C 0.44669 -0.84764 -0.20510  -0.0883
C -0.68791 -1.86026 -0.22606  -0.2112
O -0.47730 -2.74552 0.89869  0.0798
C -0.97699 -2.05793 1.97963  -0.5045
O -0.62414 -2.24564 3.13626  0.1413
O -1.90731 -1.15894 1.56512  0.0974
C -2.06609 -1.39344 0.16295  -0.2560
C -2.85622 -0.39603 -0.64473  -0.1598
C -2.13689 0.87738 -1.06332  -0.6988
C -1.96202 1.87433 0.06875  -0.1083
Cl -3.17397 1.64857 -2.34889  0.5953
H 3.82442 0.51191 0.78821  0.0784
H 2.49490 1.67795 0.97923  0.0686
H 3.97789 2.12947 0.17828  0.0690
H 3.40469 1.20796 -1.79660  0.1145
H 1.76787 1.28105 -1.20651  0.1075
H 1.05097 -0.86580 -2.29503  0.1328
H 1.60434 -2.20370 -1.33425  0.1184
H 0.09474 0.17027 -0.30402  0.0868
H 0.99768 -0.88656 0.72401  0.1435
H -0.76727 -2.35394 -1.18758  0.1699
H -2.65924 -2.30700 0.09493  0.1623
H -3.70560 -0.09147 -0.04199  0.1317
H -3.25943 -0.86609 -1.52903  0.1078
H -1.21133 0.66818 -1.57328  0.0718
H -1.81712 1.32100 0.98966  0.0807
H -2.83563 2.49180 0.17860  0.0477
H -1.10198 2.49378 -0.13549  0.0821
C -5.59692 4.97537 2.39916  -0.0620
C -4.56098 3.86198 2.40130  -0.5010
C -4.29052 3.34889 3.80742  -0.0590
O -3.34771 4.31213 1.79637  -0.0643
H -5.24063 5.82716 2.98464  0.0811
H -5.77776 5.32759 1.38366  0.0797
H -6.54262 4.63777 2.82471  0.0801
H -4.91241 3.03923 1.77638  0.1333
H -3.89440 4.15137 4.43542  0.0816
H -3.54797 2.55080 3.78791  0.0777
H -5.20020 2.96668 4.27197  0.0806
H -3.00842 5.04174 2.32294  0.0877
C 4.01812 -4.32469 -2.96185  -0.0582
C 5.43899 -3.90926 -2.61614  -0.4979
C 5.69069 -3.97814 -1.11731  -0.0605
O 5.69650 -2.59155 -3.09873  -0.0524
H 3.30332 -3.64821 -2.48467  0.0633
H 3.84995 -4.26977 -4.03764  0.0797
H 3.80285 -5.34089 -2.62810  0.0804
H 6.14511 -4.55935 -3.13380  0.1359
H 5.01886 -3.29659 -0.58820  0.0780
H 6.71257 -3.67612 -0.88789  0.0788
H 5.53052 -4.98666 -0.73318  0.0791
H 5.08465 -1.99461 -2.65438  0.0766


[3]
ORCA calculation (ωB97M-V/def2-TZVPD) on C7H8NO3S2 as an isolated structure.

Summary:
ΔE to the lowest compared entry with this formula, charge and spin	70.2	kJ/mol
charge	-1

Each line ends with the Löwdin charge.
Cartesian coordinates (Å):
C -2.47466 -0.57073 -0.47498  -0.0986
C -1.96829 0.73859 -0.42499  -0.0667
C -1.55231 -1.55024 -0.16500  -0.0805
C -0.71869 1.00276 0.15340  -0.1741
C -0.19052 -1.40069 0.03952  -0.2565
C 0.19177 -0.01463 0.32078  -0.2925
C -0.31806 2.45432 0.58481  -0.0159
N 0.72093 -2.42909 0.14500  0.0917
O 2.06444 -0.55841 -1.30087  -0.3683
O 1.33675 0.28757 0.94353  -0.2257
O 3.36573 -1.00382 0.66814  -0.3635
S 3.23111 1.68360 -0.33592  0.2457
S 2.55721 -0.08040 -0.06310  0.0560
H -3.49678 -0.77230 -0.66505  0.0787
H -2.55357 1.51214 -0.77992  0.0682
H -1.92353 -2.53271 -0.41806  0.0942
H -0.66915 2.56939 1.66817  0.1086
H 0.72448 2.60595 0.39580  0.0099
H -0.82065 3.15952 0.04150  0.0264
H 0.82632 -3.14853 -0.59242  0.1134
H 1.66746 -1.95229 0.25967  0.0494


Summary of LUMO in Ha
-0.1308 0.0189 0.1289
(order as listed above)
Summary of calculated total energy in eV
-166095.3896 -41934.1340 -36692.4223
(order as listed above)